1.
Formula: C18H15Cl7FeNS3
Source: the OMol25 dataset
Level of theory: ωB97M-V with the def2-TZVPD basis set

The geometry in XYZ format:
```
45
Properties=species:S:1:pos:R:3:forces:R:3:mulliken_charge:R:1
Fe 0.179282 0.437070 -0.122680 -0.11 -0.45 0.08 -0.29
C -1.499222 -0.862614 2.555871 0.40 -0.02 0.15 -0.39
C -2.412555 -1.764203 1.750027 -0.19 0.08 -0.58 -0.81
S -2.624874 -1.251661 -0.001622 0.14 -0.33 -0.11 0.04
C -2.446697 -2.854664 -0.881477 -0.22 0.49 0.54 -0.88
C -1.124483 -3.567757 -0.659246 0.48 0.45 -0.01 -0.75
S 0.295436 -2.405958 -0.840358 -0.24 -0.54 0.33 -0.04
C 1.326253 -2.905657 0.584101 -0.27 0.09 -0.49 -0.61
C 0.734319 -2.644807 1.960291 -0.10 0.66 0.04 -0.80
S 0.310066 -0.869831 2.207808 -0.35 -0.28 -0.21 -0.13
H -1.615311 -1.091067 3.617749 -0.04 0.02 -0.04 0.52
H -1.758122 0.181753 2.363341 0.04 0.12 -0.01 0.05
H -3.406375 -1.720124 2.202673 0.12 -0.07 0.11 0.47
H -2.088541 -2.802982 1.753494 -0.04 -0.06 0.10 0.32
H -2.537977 -2.563455 -1.928555 -0.11 -0.05 -0.01 0.40
H -3.283773 -3.502142 -0.614510 0.03 -0.13 -0.17 0.39
H -0.992388 -4.351393 -1.406882 -0.05 -0.06 0.08 0.47
H -1.071598 -4.026648 0.327040 -0.03 -0.01 0.01 0.34
H 2.232045 -2.313349 0.450251 0.07 -0.08 0.00 0.29
H 1.571216 -3.962444 0.461423 0.12 0.02 0.09 0.51
H 1.477273 -2.890931 2.720971 -0.07 -0.11 -0.02 0.51
H -0.157648 -3.239754 2.142895 0.02 -0.06 0.05 0.35
Cl 3.002560 -1.896169 -2.380321 0.16 -0.17 -0.21 -0.17
C 3.481742 -0.505550 -1.451545 -0.26 0.31 0.27 0.64
C 2.497520 0.282296 -0.854366 -0.21 -0.30 0.32 -1.29
C 2.990165 1.411852 -0.216183 0.11 -0.06 -0.15 1.61
Cl 1.789997 2.365437 0.609794 0.25 0.56 0.26 -0.18
C 4.324825 1.803393 -0.197718 0.00 -0.14 -0.11 -0.54
Cl 4.822629 3.324892 0.447769 -0.04 -0.02 0.11 -0.21
C 5.268437 0.928402 -0.737641 -0.03 0.29 0.20 0.69
Cl 6.948796 1.303602 -0.643413 0.10 0.07 0.00 -0.22
C 4.847319 -0.246893 -1.339266 -0.01 -0.14 -0.16 -0.39
Cl 6.036336 -1.363418 -1.928169 -0.07 0.01 -0.07 -0.21
Cl -0.307582 1.728330 -2.237570 0.13 0.26 -0.81 -0.24
C -1.410490 2.863460 -1.503367 -0.41 0.33 0.32 0.98
C -1.806923 4.006058 -2.139393 0.04 0.04 -0.18 -0.71
C -2.696128 4.873074 -1.507151 -0.04 0.18 -0.15 -0.35
C -3.192218 4.542359 -0.249724 -0.01 0.01 -0.06 -0.64
C -2.787185 3.393475 0.377292 -0.02 0.08 -0.18 0.35
Cl -3.452824 2.993375 1.930364 -0.10 -0.07 0.36 -0.28
C -1.814219 2.492145 -0.167020 0.30 0.02 -0.45 -0.62
N -1.315273 1.459794 0.415392 0.55 -1.13 0.96 -0.28
H -1.429162 4.231423 -3.126786 0.04 0.04 -0.10 0.37
H -2.999244 5.790013 -1.985362 -0.05 0.10 -0.10 0.33
H -3.905403 5.191269 0.241780 -0.02 0.02 0.04 0.36
```
Positions in Å, forces in eV/Å.

- E_HOMO (alpha / beta) (eV) = -2.9 / -3.0
- 2S+1 = 5
- net charge = -1

=====

2.
Formula: C36H99BeF6N9O9P
Source: the OMol25 dataset
Level of theory: ωB97M-V with the def2-TZVPD basis set

The geometry in XYZ format:
```
161
Properties=species:S:1:pos:R:3:forces:R:3:mulliken_charge:R:1
Be 1.644319 1.495520 1.742294 -0.24 0.59 0.97 1.25
P -0.961941 0.066210 0.322884 -0.43 0.71 -0.52 2.36
F -0.775591 1.548350 1.010624 -0.81 0.53 -0.55 -0.48
F 0.482959 0.363320 -0.368226 0.17 -0.10 -0.44 -1.15
F -0.148281 -0.443440 1.610544 1.02 -0.88 0.99 -0.39
F -1.011951 -1.357360 -0.307156 0.40 -1.51 -0.27 -0.64
F -2.329451 -0.249310 1.147464 0.16 0.90 -0.85 -0.93
F -1.761841 0.597740 -1.001986 0.58 0.66 1.38 -0.30
C -0.324761 -1.874220 -6.555476 1.62 -0.36 -0.03 -0.89
C -1.721981 -2.386180 -6.828136 1.19 1.06 0.94 0.42
C -2.461081 -2.353030 -5.520816 -0.41 -1.33 1.53 -0.75
O -1.752511 -3.056650 -4.447926 -0.58 0.70 -0.36 -0.42
C -1.930911 -2.510440 -3.118356 0.64 -0.90 -1.16 -0.32
N -2.350771 -1.513990 -7.809276 -1.04 -0.06 -0.24 -0.77
H -0.282181 -1.106300 -5.783086 -0.43 0.44 -0.16 -0.11
H 0.227499 -1.535520 -7.432046 -0.43 0.26 -0.25 0.35
H 0.360499 -2.610460 -6.135396 -0.34 -0.53 0.06 0.30
H -1.729921 -3.431380 -7.137306 0.17 0.15 -0.51 0.36
H -3.357741 -2.927280 -5.753916 -0.65 0.20 0.57 0.32
H -2.710901 -1.356460 -5.156766 0.04 0.28 -0.30 0.37
H -1.392211 -3.223990 -2.494856 -0.07 0.14 0.22 0.28
H -2.967241 -2.478790 -2.781996 -0.03 0.18 -0.27 0.26
H -1.425011 -1.546950 -3.056386 -0.27 0.27 0.16 -0.02
H -3.349411 -1.661250 -7.775516 -0.54 -0.99 -0.56 0.31
H -2.432631 -0.564250 -7.475536 1.16 0.58 0.35 0.22
C -6.748441 -0.869360 -0.490476 -0.07 0.05 0.81 -1.48
C -5.224371 -0.660000 -0.292336 -0.69 0.89 -2.36 1.40
C -4.470331 -1.962060 -0.522466 0.50 0.87 0.73 0.69
O -4.783481 -2.816940 0.528064 -0.33 -1.63 0.46 -0.49
C -4.040201 -2.631030 1.709864 -0.28 -0.29 -0.12 0.03
N -4.789881 0.372260 -1.286866 -0.66 -0.24 1.32 -0.57
H -7.347611 -0.185280 0.110474 0.21 0.17 0.20 0.34
H -7.048421 -1.868000 -0.172926 0.09 -0.08 -0.09 0.36
H -7.127041 -0.692360 -1.497166 0.52 -0.19 -0.29 0.39
H -5.022911 -0.248150 0.696544 0.06 -0.24 0.07 -0.49
H -3.394971 -1.784320 -0.532946 0.22 0.24 0.05 -1.01
H -4.661711 -2.431870 -1.487226 -0.67 -0.07 0.08 0.41
H -2.976131 -2.582110 1.478594 0.13 0.17 0.16 -0.28
H -4.221211 -3.478400 2.371144 -0.05 -0.16 -0.19 0.41
H -4.384701 -1.753150 2.256444 0.26 0.34 0.00 0.06
H -5.116361 0.087870 -2.199356 0.48 0.10 -0.20 0.26
H -3.794471 0.521730 -1.203616 -0.02 -0.11 -0.56 -0.07
C 3.965569 -5.588520 2.176384 -0.14 0.47 -0.97 -1.45
C 3.197099 -4.920560 3.289294 1.13 -1.97 0.57 1.08
C 1.725879 -4.838450 3.052934 -2.00 0.26 0.08 -0.79
O 1.361959 -4.142430 1.858104 0.98 -0.03 -0.24 -0.27
C 0.007739 -3.768690 1.750804 -0.33 0.09 0.75 -0.68
N 3.457459 -5.783970 4.460764 -0.46 0.70 1.26 -0.83
H 3.520389 -6.553350 1.933424 -0.47 0.18 -0.31 0.33
H 4.967699 -5.895540 2.475674 0.21 0.68 0.03 0.45
H 3.969259 -4.906130 1.326434 0.31 -0.45 -0.50 0.23
H 3.585509 -3.930890 3.529674 0.10 0.13 -0.09 -0.18
H 1.228649 -4.387200 3.911564 0.16 0.68 0.30 0.37
H 1.224619 -5.806030 3.078084 0.37 -0.65 -0.47 0.55
H -0.217281 -3.223610 0.834104 0.54 -0.26 -0.12 -0.10
H -0.243531 -3.089850 2.565754 -0.13 0.19 0.27 0.27
H -0.681671 -4.609320 1.829254 0.07 -0.33 -0.09 0.53
H 3.052929 -6.709060 4.434784 -0.42 0.07 -0.43 0.26
H 4.448469 -5.950610 4.561864 0.08 0.26 0.01 0.25
C 6.237289 1.629080 2.088374 -0.12 -0.45 -0.75 -1.71
C 4.740989 1.450500 1.722444 1.81 -3.11 -0.11 0.58
C 4.399559 -0.102590 1.518454 0.23 1.09 -0.10 -1.49
O 3.060579 -0.321160 1.030624 0.90 1.65 1.00 1.12
C 2.890439 -1.613140 0.479884 -1.84 -0.41 -1.10 -0.80
N 3.979049 2.063620 2.763864 -2.25 0.66 -0.80 -0.21
H 6.456369 2.693780 2.007584 0.16 0.02 0.40 0.44
H 6.946659 1.128310 1.429484 -0.20 -0.07 -0.30 0.42
H 6.452669 1.220600 3.075714 -0.13 0.31 0.19 0.43
H 4.589499 1.870070 0.727904 -0.47 0.44 0.26 -0.44
H 4.539379 -0.761850 2.375144 0.05 0.40 0.57 0.47
H 5.135679 -0.453620 0.795274 -0.16 -0.03 -0.41 0.52
H 3.182259 -2.481820 1.070094 0.24 0.44 0.51 0.22
H 3.284119 -1.710250 -0.531886 0.62 0.29 0.01 0.43
H 1.812649 -1.659780 0.324034 -0.03 -0.38 0.18 -0.27
H 4.241749 1.744470 3.685404 -0.07 -0.49 0.07 0.31
H 4.223329 3.043580 2.753314 -0.31 0.37 0.11 0.32
C 3.284949 -0.540930 -6.633376 -0.42 -1.24 -0.42 -1.73
C 2.991429 -0.709810 -5.147646 0.77 -0.23 -0.37 1.60
C 3.203939 -2.178630 -4.605146 -0.27 1.72 -0.04 -0.97
O 2.801089 -2.332080 -3.234356 0.09 0.53 -0.51 -0.43
C 1.437279 -2.033880 -2.897116 0.81 -0.94 0.44 -0.28
N 3.813859 0.318500 -4.497826 -0.27 -0.41 0.82 -0.54
H 4.270039 -0.871240 -6.962896 0.53 0.32 0.58 0.46
H 3.130829 0.495340 -6.934206 -0.12 -0.18 -0.10 0.42
H 2.688269 -1.246400 -7.211636 -0.61 0.40 -0.16 0.35
H 1.949299 -0.434670 -4.985286 -0.18 -0.11 0.04 -0.49
H 4.269899 -2.406150 -4.612906 0.01 -0.07 -0.02 0.29
H 2.694269 -2.846960 -5.299186 -0.29 -0.33 0.23 0.42
H 1.220699 -0.978970 -2.728726 0.00 0.27 -0.64 0.00
H 1.337559 -2.469860 -1.903096 -0.25 -0.21 -0.01 0.00
H 0.757889 -2.555530 -3.571216 -0.19 0.36 -0.13 0.63
H 4.722579 0.356860 -4.936966 0.17 -0.05 -0.13 0.27
H 3.972479 -0.023710 -3.560896 0.24 0.16 0.43 0.13
C 0.156709 3.158190 5.789814 1.11 -0.66 0.55 -1.46
C 0.986749 2.454910 4.714064 -2.22 -1.09 -0.07 0.58
C 1.244639 0.955130 5.030964 -0.39 1.76 -0.97 -1.03
O 1.722669 0.307050 3.828304 -0.71 -0.52 0.64 0.13
C 1.659039 -1.125050 4.119114 1.00 0.36 -0.92 -0.76
N 0.075829 2.539160 3.530014 2.70 0.11 -0.86 0.34
H 0.234449 4.226280 5.586744 0.17 0.11 0.65 0.47
H 0.577899 2.800900 6.729514 -0.24 0.89 0.58 0.43
H -0.905561 2.915380 5.762904 0.14 -0.39 -0.09 0.20
H 1.937639 2.976280 4.604204 -0.03 0.07 -0.48 0.08
H 0.292069 0.506190 5.312284 0.01 -0.07 0.10 0.32
H 1.959679 0.879100 5.850124 0.19 -0.27 -0.03 0.44
H 2.456289 -1.311770 4.838584 -0.09 -0.27 0.14 0.53
H 1.881209 -1.655260 3.193034 -0.08 0.01 0.01 -0.34
H 0.703319 -1.468820 4.514744 -0.12 0.39 -0.08 0.48
H -0.669591 1.860340 3.590404 -0.29 -1.18 0.29 -0.45
H -0.417191 3.403090 3.705124 0.06 0.53 -0.93 0.55
C 1.620889 5.866120 -0.054366 0.03 -0.23 -1.86 -1.71
C 1.495149 4.348750 0.084844 0.35 1.50 0.68 0.32
C 2.563539 3.609560 -0.709196 -2.17 0.35 -0.45 -1.19
O 2.244989 2.220790 -0.667726 0.70 1.03 0.38 0.60
C 3.039489 1.530530 -1.641166 -0.48 -1.03 0.98 -1.21
N 1.599599 4.117670 1.526674 0.25 -2.08 -0.47 -0.23
H 1.426989 6.106400 -1.099726 0.16 0.31 -0.18 0.46
H 2.645339 6.166720 0.165254 -0.07 0.29 0.24 0.43
H 0.872049 6.441250 0.490204 0.18 -0.24 0.37 0.44
H 0.508669 4.068150 -0.284236 0.04 -0.44 0.12 -0.07
H 3.603849 3.850580 -0.490646 0.15 -0.10 0.39 0.36
H 2.326449 3.972620 -1.709226 0.56 -0.13 -0.47 0.40
H 2.661489 0.514390 -1.528556 0.48 -0.18 -0.36 0.00
H 4.081729 1.610620 -1.332236 0.25 -0.20 -0.23 0.45
H 2.932909 1.845960 -2.679066 -0.32 0.41 0.17 0.63
H 2.468259 4.567460 1.778134 0.17 0.08 0.48 0.28
H 0.851049 4.661920 1.931084 -0.12 -0.31 0.57 0.32
C -2.618231 4.301940 -1.572876 0.39 -1.49 0.34 -1.28
C -1.810951 3.924460 -2.826276 -1.33 1.29 -0.11 2.05
C -2.465381 2.901010 -3.731256 -0.08 -0.97 -0.07 -0.55
O -1.650061 2.557340 -4.890216 0.39 -0.04 1.41 -0.52
C -0.436961 1.846630 -4.547826 -1.10 -0.07 0.25 -0.38
N -1.668501 5.160360 -3.554196 0.89 0.54 -0.97 -0.82
H -2.132081 5.078100 -0.981846 0.33 -0.13 -0.08 0.39
H -2.690011 3.376540 -1.001406 -0.21 0.14 0.56 0.09
H -3.634841 4.664310 -1.725496 0.00 -0.15 -0.59 0.47
H -0.823901 3.529770 -2.585316 0.07 0.12 0.45 -1.04
H -3.423191 3.210170 -4.149746 0.12 0.49 -0.01 0.34
H -2.724471 2.049460 -3.102106 0.31 -0.75 -0.20 -0.01
H 0.239799 2.378490 -3.879066 0.27 0.64 -0.53 0.21
H 0.013389 1.529180 -5.488296 0.14 0.19 0.21 0.39
H -0.671211 0.983690 -3.924476 -0.34 -0.53 -0.21 0.11
H -2.561331 5.630220 -3.600846 -0.22 0.13 0.23 0.31
H -1.519421 4.860350 -4.507016 0.46 0.42 -0.53 0.30
C -3.502201 2.121250 3.188424 -1.40 0.68 0.22 -1.17
C -3.100841 1.242060 4.352274 -0.66 0.35 -0.84 0.85
C -4.236471 0.280460 4.801384 -0.70 0.94 0.94 -1.03
O -3.824961 -0.556430 5.841934 2.23 0.25 0.07 -0.28
C -4.738921 -1.406260 6.408434 -1.57 -0.36 0.96 -0.86
N -1.945151 0.596360 3.808984 0.39 -1.49 0.55 0.30
H -3.744471 1.549680 2.292474 -0.30 -0.09 0.06 0.07
H -2.708001 2.803210 2.884654 0.11 0.01 0.25 0.12
H -4.355891 2.708650 3.526454 -0.18 0.22 -0.53 0.57
H -2.798441 1.969720 5.105374 -0.23 -0.50 0.81 0.15
H -4.706521 -0.315780 4.019304 0.36 0.02 -0.64 0.25
H -5.049261 0.849380 5.252834 -0.30 0.67 -0.39 0.57
H -4.327251 -1.845850 7.316954 0.65 -0.72 -0.66 0.29
H -5.219881 -2.074690 5.694304 0.53 -0.63 -0.09 0.31
H -5.608651 -0.965800 6.895954 -0.34 1.22 -0.31 0.34
H -2.235221 0.339890 2.876154 0.48 -0.33 -0.12 -0.69
H -1.832831 -0.278570 4.300904 0.44 -0.39 0.17 0.30
```
Positions in Å, forces in eV/Å.

- E_HOMO (eV) = -10.1
- ΔE to the lowest compared entry with this formula, charge and spin (eV) = 0.000
- net charge = +1

=====

3.
Formula: C27H30N2O5
Source: the OMol25 dataset
Level of theory: ωB97M-V with the def2-TZVPD basis set

The geometry in XYZ format:
```
64
Properties=species:S:1:pos:R:3:forces:R:3:mulliken_charge:R:1
C 0.030005 -4.492805 -0.721693 -0.06 -0.06 -0.01 -0.78
C 0.859628 -4.415305 0.301361 0.25 0.11 0.13 0.02
C 2.319822 -4.079074 0.186442 -0.01 -0.27 -0.22 -0.51
O 2.788555 -3.237984 1.227592 0.08 0.01 0.18 -0.47
C 2.316238 -1.968955 1.306195 -0.13 0.34 0.00 0.35
C 2.805695 -1.189713 2.358016 0.02 -0.15 -0.04 -0.65
C 2.368868 0.106736 2.522671 0.07 -0.09 0.07 -0.99
C 1.443285 0.657517 1.648985 -0.23 -0.10 -0.17 -0.28
C 0.972481 -0.100828 0.592027 0.02 0.12 0.40 -0.24
C -0.014068 0.447847 -0.415795 0.40 0.14 0.08 -0.33
C 0.506645 0.299327 -1.820791 -0.08 0.05 -0.33 -0.73
C 1.738007 0.636272 -2.314183 -0.50 -0.11 0.09 0.47
O 2.092500 0.290389 -3.541643 0.05 -0.08 -0.03 -0.62
C 2.769479 1.307882 -1.513271 0.24 0.17 -0.13 0.26
C 2.488547 2.435493 -0.748617 0.00 -0.14 -0.26 -0.40
C 3.474048 3.011094 0.028282 0.10 0.01 0.00 -0.79
C 4.753852 2.471653 0.075762 -0.10 0.03 -0.07 1.16
C 5.809322 3.063806 0.955368 0.01 -0.03 0.04 -1.49
C 5.033774 1.356639 -0.707219 -0.03 0.02 0.02 -0.75
C 4.061550 0.787176 -1.502756 -0.13 -0.03 -0.03 -0.73
C -0.379364 -0.549427 -2.570286 0.69 0.41 -0.34 0.88
O -0.216661 -0.924131 -3.729174 -0.22 -0.12 0.16 -0.84
C -1.504924 -0.940295 -1.631871 -0.47 -0.23 0.22 0.12
O -2.464867 -1.645237 -1.861294 0.02 -0.09 -0.25 -0.74
N -1.227559 -0.347955 -0.447816 0.26 0.02 -0.15 0.83
C -2.081211 -0.457578 0.704272 -0.30 0.04 -0.04 -1.41
C -3.107648 0.696842 0.791184 0.04 -0.19 -0.03 -0.53
N -4.436399 0.157818 0.995578 0.00 0.03 0.24 0.05
C -5.064443 -0.358728 -0.214979 -0.18 0.13 -0.22 -0.48
C -5.650980 0.754240 -1.091221 0.19 -0.27 0.02 -0.52
O -6.550278 1.572308 -0.367222 -0.11 -0.03 0.01 -0.42
C -5.925783 2.132983 0.765895 0.11 -0.08 0.34 -0.42
C -5.366444 1.036555 1.682186 -0.18 0.26 -0.19 -0.76
C 1.405532 -1.408894 0.421870 0.12 -0.19 0.01 0.69
H -1.006581 -4.751376 -0.596796 -0.20 -0.09 0.07 0.30
H 0.351034 -4.302171 -1.733427 0.12 0.11 -0.21 0.26
H 0.523534 -4.603040 1.312246 -0.12 -0.06 0.12 0.29
H 2.545873 -3.642632 -0.795456 -0.01 -0.04 0.07 0.34
H 2.913584 -4.992989 0.304097 -0.06 0.18 -0.08 0.27
H 3.521794 -1.630048 3.033262 0.09 -0.06 0.09 0.50
H 2.747463 0.697438 3.343071 0.06 0.04 0.09 0.44
H 1.097544 1.669996 1.790539 -0.05 0.14 -0.02 0.49
H -0.266754 1.485732 -0.161239 0.03 -0.09 0.01 0.47
H 1.345619 -0.224039 -3.956756 0.01 0.10 0.22 0.47
H 1.506407 2.880127 -0.791141 -0.15 0.03 0.03 0.49
H 3.246691 3.892756 0.609943 -0.02 0.10 0.06 0.39
H 5.543250 4.071718 1.263034 0.03 0.07 0.04 0.37
H 5.927581 2.452734 1.850510 0.06 0.01 0.08 0.28
H 6.768521 3.091174 0.442855 0.08 0.04 0.01 0.40
H 6.027594 0.933685 -0.692484 0.11 -0.05 0.00 0.40
H 4.287380 -0.075814 -2.110068 0.03 -0.09 -0.06 0.48
H -1.453815 -0.491899 1.597200 -0.03 -0.06 -0.04 0.27
H -2.627208 -1.399570 0.620833 0.07 0.08 0.05 0.74
H -2.866583 1.343107 1.638007 -0.03 0.04 -0.05 0.42
H -3.024014 1.300945 -0.126850 0.05 0.04 0.08 0.19
H -5.873351 -1.023408 0.101617 -0.01 -0.03 -0.10 0.38
H -4.340685 -0.934842 -0.792294 -0.04 -0.06 0.01 0.17
H -6.224487 0.329452 -1.915537 0.11 0.00 -0.02 0.40
H -4.843250 1.376191 -1.508810 -0.07 -0.03 -0.01 0.29
H -6.693223 2.715228 1.279047 0.10 0.03 0.02 0.37
H -5.113930 2.809622 0.451096 -0.07 -0.01 0.02 0.26
H -6.197981 0.415414 2.029516 -0.03 0.09 0.06 0.35
H -4.876058 1.481262 2.550303 -0.03 0.00 0.03 0.42
H 1.006866 -1.980430 -0.400180 0.01 -0.07 -0.06 0.14
```
Positions in Å, forces in eV/Å.

- E_HOMO (eV) = -8.1
- ΔE to the lowest compared entry with this formula, charge and spin (eV) = 2.062
- SMILES string = C=CCOc1cccc([C@H]2/C(=C(/O)c3ccc(C)cc3)C(=O)C(=O)N2CCN2CCOCC2)c1